# 1
A molecular structure, C42H54BrGaIN2O6S4Si. Source: OMol25; level of theory: ωB97M-V/def2-TZVPD.

Atoms and positions in Å:
Ga  -1.37  -0.98  -0.33
O  -5.27  -3.16  0.31
C  -4.88  -4.34  -0.21
C  -5.76  -5.43  -0.23
C  -5.41  -6.62  -0.81
C  -4.11  -6.83  -1.31
C  -3.20  -5.81  -1.24
C  -3.60  -4.50  -0.81
C  -2.67  -3.35  -0.84
O  -2.88  -2.24  -0.09
N  -1.66  -3.42  -1.67
N  -0.86  -2.40  -1.61
C  0.30  -2.64  -2.34
S  0.96  -4.24  -2.16
C  2.45  -3.83  -3.12
C  2.07  -2.84  -4.22
S  0.67  -1.76  -3.75
H  -4.48  -2.50  0.17
H  -6.79  -5.36  0.21
H  -6.18  -7.43  -0.82
H  -3.85  -7.82  -1.73
H  -2.14  -5.81  -1.50
H  2.88  -4.74  -3.60
H  3.24  -3.43  -2.45
H  1.80  -3.30  -5.16
H  2.99  -2.24  -4.42
C  1.81  3.38  -0.19
C  1.66  2.32  -1.21
C  2.58  1.18  -0.96
C  1.84  2.68  -2.65
O  0.24  1.80  -1.04
Si  -1.15  2.24  -1.63
S  -2.58  0.88  -0.69
O  -1.14  2.22  -3.24
C  -2.28  1.90  -4.19
C  -2.20  0.42  -4.43
C  -2.01  2.74  -5.41
C  -3.56  2.42  -3.55
O  -1.64  3.78  -1.24
C  -2.27  4.60  -0.23
C  -1.55  5.98  -0.29
C  -2.13  3.87  1.12
C  -3.73  4.86  -0.69
H  2.84  3.76  -0.23
H  1.69  2.95  0.80
H  1.11  4.20  -0.27
H  3.60  1.49  -0.85
H  2.50  0.52  -1.81
H  2.30  0.67  -0.04
H  2.88  2.87  -2.89
H  1.16  3.56  -2.87
H  1.50  1.82  -3.26
H  -1.21  0.17  -4.83
H  -2.94  0.15  -5.17
H  -2.28  -0.11  -3.50
H  -1.21  2.32  -6.05
H  -1.61  3.71  -5.13
H  -2.90  2.81  -6.03
H  -3.91  1.72  -2.78
H  -4.42  2.61  -4.26
H  -3.32  3.35  -3.06
H  -0.46  5.83  -0.10
H  -1.88  6.64  0.49
H  -1.61  6.53  -1.27
H  -1.10  3.48  1.15
H  -2.77  2.98  1.13
H  -2.36  4.38  2.03
H  -3.77  5.57  -1.55
H  -4.30  5.31  0.14
H  -4.15  3.92  -1.00
Br  8.16  -3.37  2.45
C  8.96  -1.99  1.32
C  10.35  -1.81  1.30
C  10.88  -0.71  0.60
C  10.03  0.17  -0.14
C  8.66  -0.09  -0.16
C  8.14  -1.17  0.57
I  6.09  -1.53  0.39
H  10.89  -2.52  1.88
H  11.98  -0.62  0.66
H  10.52  0.88  -0.77
H  7.94  0.48  -0.72
O  -0.45  -0.90  1.36
S  -0.02  -2.18  2.20
C  0.75  -1.47  3.72
C  1.28  -0.06  3.66
C  2.44  0.25  2.98
C  3.02  1.56  3.16
C  2.41  2.52  3.99
C  1.11  2.21  4.58
C  0.54  0.98  4.39
C  -1.65  -2.76  2.89
C  -2.43  -1.81  3.79
C  -2.65  -2.12  5.18
C  -3.41  -1.22  5.91
C  -4.06  -0.14  5.36
C  -3.85  0.14  4.03
C  -3.09  -0.69  3.21
H  1.60  -2.11  3.88
H  0.11  -1.53  4.61
H  2.98  -0.56  2.48
H  3.91  1.78  2.58
H  2.96  3.39  4.29
H  0.52  2.99  5.01
H  -0.48  0.76  4.85
H  -1.35  -3.67  3.54
H  -2.39  -3.12  2.13
H  -2.24  -2.98  5.69
H  -3.58  -1.38  6.97
H  -4.76  0.49  5.93
H  -4.36  0.92  3.52
H  -2.96  -0.50  2.17

Total charge ... +1
Frontier orbital gap ... 6.18 eV
LUMO ... -3.79 eV
Energy relative to the best compared isomer or geometry (same formula, charge and spin) ... 0.000 eV



# 2
A molecular structure, C42H54F3FeGeN2O3P2SSi2Te. Source: OMol25; level of theory: ωB97M-V/def2-TZVPD.

Atoms and positions in Å:
Fe  1.41  -0.94  1.04
C  -0.21  -5.45  2.23
Si  0.94  -4.17  2.00
C  2.02  -5.03  0.62
C  2.18  -4.41  3.54
N  0.41  -2.52  1.52
P  -0.80  -2.09  0.33
C  -0.32  -0.58  0.14
P  -0.65  1.04  0.70
N  0.59  1.65  1.45
Si  1.03  2.85  2.32
C  2.30  4.00  1.67
C  1.75  2.14  4.14
C  -0.49  3.90  3.08
C  -1.75  2.15  -0.29
C  -2.39  3.46  -0.15
C  -3.60  3.92  -0.46
C  -4.57  3.21  -1.28
C  -3.98  1.90  -1.56
C  -2.84  1.36  -1.25
C  -2.00  0.80  2.08
C  -3.41  1.15  2.36
C  -4.10  0.68  3.28
C  -3.58  0.02  4.37
C  -2.21  -0.58  4.05
C  -1.42  -0.31  3.07
C  -2.31  -2.54  0.80
C  -2.47  -3.26  2.01
C  -3.71  -3.83  2.11
C  -4.59  -4.09  0.89
C  -4.56  -2.90  -0.07
C  -3.26  -2.23  -0.01
C  -0.47  -2.82  -1.36
C  0.72  -2.57  -2.06
C  0.85  -3.60  -3.05
C  0.14  -4.61  -3.10
C  -0.74  -5.01  -2.16
C  -1.31  -3.97  -1.34
H  0.19  -6.55  1.92
H  -0.98  -5.12  1.51
H  -0.76  -5.52  3.08
H  2.36  -4.67  -0.23
H  2.17  -6.16  0.55
H  3.05  -4.50  0.75
H  2.92  -3.45  3.56
H  2.28  -5.62  3.84
H  1.35  -4.08  4.36
H  3.30  4.13  2.28
H  1.64  4.89  1.55
H  2.73  3.22  0.71
H  2.70  1.69  3.70
H  1.19  1.33  4.67
H  2.20  2.61  4.97
H  -0.18  4.16  4.00
H  -1.63  3.42  3.29
H  -1.07  4.51  2.38
H  -1.62  3.94  0.55
H  -3.91  4.99  -0.31
H  -5.71  3.29  -1.69
H  -4.87  1.58  -2.25
H  -2.36  0.47  -1.40
H  -4.07  1.51  1.43
H  -5.13  1.11  3.70
H  -3.95  -0.25  5.54
H  -2.06  -1.50  4.56
H  -0.50  -0.74  2.90
H  -1.44  -3.27  2.39
H  -3.05  -4.42  2.66
H  -5.63  -4.34  1.17
H  -5.28  -2.70  -0.79
H  -3.15  -2.25  -1.05
H  1.08  -1.59  -1.94
H  1.89  -3.70  -3.55
H  0.04  -5.82  -3.51
H  -0.60  -6.19  -1.77
H  -1.76  -4.21  -0.41
C  2.57  2.32  -5.98
Ge  1.70  1.00  -4.84
C  3.46  0.35  -3.74
C  0.33  0.09  -5.76
C  0.84  1.99  -3.05
H  2.65  3.03  -5.27
H  2.23  2.69  -6.99
H  3.47  1.72  -6.12
H  3.42  -0.73  -3.22
H  3.61  1.17  -3.14
H  4.14  0.52  -4.59
H  0.59  -0.54  -6.62
H  -1.48  -4.13  4.45
H  -0.21  -0.53  -5.24
H  0.48  1.05  -2.83
H  1.40  2.69  -2.55
Te  -0.84  3.14  -3.47
C  0.31  4.92  -3.27
C  -0.23  6.01  -2.52
C  0.44  7.19  -1.93
C  1.71  7.35  -2.46
C  2.29  6.37  -3.22
C  1.45  5.33  -3.66
H  -1.21  5.79  -1.97
H  0.00  7.92  -1.12
H  2.30  8.06  -1.71
H  3.30  6.28  -3.55
H  -2.73  -5.11  -2.26
F  6.75  0.09  1.58
C  5.41  0.35  1.52
F  5.27  1.23  0.47
F  5.00  1.14  2.58
S  4.58  -1.21  1.42
O  4.77  -1.64  0.06
O  3.19  -0.83  1.73
O  5.12  -1.97  2.46

Total charge ... -2
Frontier orbital gap (alpha / beta) ... 3.90 / 2.63 eV
LUMO (alpha / beta) ... 3.11 / 1.84 eV
Multiplicity ... 6
<S²> ... 8.86